# 1
{
  "formula": "C3H7O3",
  "method": "the ωB97M-V functional and the def2-TZVPD basis",
  "elements": ["C", "O", "H", "H", "H", "O", "C", "O", "C", "H", "H", "H", "H"],
  "coordinates": [[2.21, -0.34, -1.03], [2.47, -0.48, 0.38], [1.31, -0.91, -1.23], [2.08, 0.68, -1.38], [3.12, -0.75, -1.50], [-0.55, 1.44, -0.18], [-0.96, 0.41, 0.37], [-0.27, -0.55, 0.84], [-2.46, 0.28, 0.65], [1.55, -0.51, 0.78], [-2.90, -0.52, 0.06], [-2.98, 1.23, 0.53], [-2.63, 0.01, 1.70]],
  "largest_force_ev_per_a": 1.5,
  "homo_ha": -0.1623,
  "homo_lumo_gap_ha": 0.321,
  "e_tot_ha": -344.2856,
  "total_charge": -1
}

# 2
{
  "formula": "C3H7O3",
  "method": "the ωB97M-V functional and the def2-TZVPD basis",
  "elements": ["O", "C", "O", "H", "H", "C", "O", "C", "H", "H", "H", "H", "H"],
  "coordinates": [[-2.54, -3.26, -1.28], [-1.94, -2.70, -0.35], [-1.31, -1.61, -0.35], [-1.98, -3.22, 0.64], [-0.77, -0.08, -0.82], [0.60, 0.75, 0.28], [-0.31, 0.79, -0.76], [1.53, 1.97, 0.29], [0.14, 0.68, 1.26], [1.27, -0.09, 0.21], [1.85, 2.18, -0.73], [1.09, 2.89, 0.70], [2.37, 1.69, 0.92]],
  "largest_force_ev_per_a": 1.2,
  "homo_ha": -0.1635,
  "homo_lumo_gap_ha": 0.307,
  "e_tot_ha": -344.2836,
  "total_charge": -1
}